Entry 1:
Molecular formula: C29H33AsN2O8RuSSi2
Method: DFT, ωB97M-V/def2-TZVPD

Cartesian coordinates (Å):
Ru (-0.891, 0.125, -0.538)
O (-0.823, -3.023, 2.272)
C (-0.824, -2.381, 1.241)
O (-0.857, -1.085, 1.174)
C (-0.711, -3.076, -0.145)
C (-0.196, -5.439, -0.414)
C (0.750, -5.624, -1.372)
C (1.284, -4.929, -2.524)
C (0.957, -3.650, -2.957)
C (0.381, -2.788, -2.034)
S (-1.092, -1.753, -2.324)
H (-0.384, -6.290, 0.234)
H (1.154, -6.631, -1.274)
H (1.898, -5.547, -3.171)
H (1.129, -3.357, -3.986)
O (1.498, 0.146, -2.727)
C (1.897, -0.112, -1.595)
O (1.238, -0.005, -0.501)
C (3.296, -0.666, -1.395)
C (4.201, -0.633, -2.446)
C (5.499, -1.133, -2.311)
C (5.824, -1.668, -1.089)
O (7.024, -2.232, -0.699)
C (6.823, -2.664, 0.645)
O (5.515, -2.309, 1.052)
C (4.921, -1.711, -0.046)
C (3.648, -1.221, -0.156)
H (3.862, -0.210, -3.382)
H (6.210, -1.113, -3.125)
H (7.553, -2.164, 1.292)
H (6.937, -3.753, 0.692)
H (2.917, -1.272, 0.638)
C (-2.972, 0.492, -0.811)
C (-3.677, -0.278, 0.253)
C (-3.573, 0.104, 1.597)
C (-4.219, -0.589, 2.600)
C (-4.993, -1.706, 2.281)
C (-5.087, -2.124, 0.955)
C (-4.439, -1.415, -0.037)
C (-5.705, -2.412, 3.311)
N (-6.304, -2.964, 4.126)
H (-3.213, 1.546, -0.689)
H (-3.292, 0.166, -1.805)
H (-2.935, 0.939, 1.858)
H (-4.110, -0.285, 3.632)
H (-5.666, -3.006, 0.710)
H (-4.507, -1.753, -1.063)
C (-2.862, 3.965, 1.512)
Si (-2.128, 4.033, -0.224)
C (-3.605, 3.938, -1.413)
C (-1.447, 5.777, -0.499)
As (-0.466, 2.522, -0.848)
Si (1.123, 2.830, 0.875)
C (0.976, 1.618, 2.301)
C (1.039, 4.551, 1.673)
C (2.857, 2.789, 0.150)
H (-3.548, 4.808, 1.644)
H (-2.105, 4.011, 2.295)
H (-3.430, 3.046, 1.653)
H (-3.966, 4.950, -1.618)
H (-4.432, 3.359, -1.001)
H (-3.324, 3.480, -2.362)
H (-2.098, 6.512, -0.016)
H (-1.436, 5.985, -1.570)
H (-0.436, 5.919, -0.125)
H (0.378, 2.060, 3.104)
H (1.972, 1.402, 2.699)
H (0.523, 0.666, 2.027)
H (0.051, 4.837, 2.031)
H (1.397, 5.330, 0.998)
H (1.713, 4.523, 2.535)
H (3.135, 1.809, -0.224)
H (3.583, 3.083, 0.915)
H (2.922, 3.497, -0.680)
O (-1.072, -4.449, -0.065)
N (0.525, -2.915, -0.725)
O (-1.786, -2.484, -0.990)

The calculation puts the energy above the lowest of the compared OMol25 structures with the same formula, charge and spin at 37.4 kcal per mole. Its HOMO-LUMO gap (spin up / spin down) is 4.529 / 6.510 eV. As for the highest occupied orbital energy (spin up / spin down): -0.350 / -2.333 eV. The total energy comes out at -139979.59988 eV. The net charge is -2. As for the spin multiplicity: 5.


Entry 2:
Molecular formula: C6H14O
Method: DFT, ωB97M-V/def2-TZVPD

Cartesian coordinates (Å):
C (0.716, 1.109, 1.792)
C (1.518, 0.327, 0.776)
C (0.837, -0.997, 0.315)
C (-0.398, -0.732, -0.565)
C (-0.191, -0.068, -1.797)
C (-1.628, -1.504, -0.304)
H (-0.307, 1.253, 1.375)
H (1.129, 2.066, 2.021)
H (0.623, 0.567, 2.741)
H (1.655, 0.959, -0.100)
H (2.539, -0.009, 1.046)
H (1.548, -1.556, -0.300)
H (0.695, -1.630, 1.225)
H (-0.895, -0.275, -2.618)
H (0.745, -0.005, -2.328)
H (-2.501, -0.885, -0.005)
H (-1.970, -2.145, -1.109)
H (-1.452, -2.195, 0.529)
H (-0.505, 0.708, -0.770)
H (-1.542, 2.607, -1.088)
O (-0.617, 2.406, -0.838)

The calculation puts the energy above the lowest of the compared OMol25 structures with the same formula, charge and spin at 67.4 kcal per mole. Its HOMO-LUMO gap (spin up / spin down) is 10.502 / 8.445 eV. As for the highest occupied orbital energy (spin up / spin down): -15.668 / -15.585 eV. The total energy comes out at -8484.63127 eV. The net charge is +1. As for the spin multiplicity: 2.


Entry 3:
Molecular formula: C4H6N2O
Method: DFT, ωB97M-V/def2-TZVPD

Cartesian coordinates (Å):
N (-2.318, -0.320, -0.120)
C (-0.955, 0.035, -0.112)
C (-0.302, 1.178, -0.406)
C (1.118, 0.897, -0.335)
C (1.254, -0.389, 0.042)
O (2.356, -1.167, 0.218)
N (-0.009, -0.974, 0.256)
H (-2.829, -0.015, 0.702)
H (-2.395, -1.328, -0.211)
H (-0.746, 2.124, -0.680)
H (1.919, 1.575, -0.604)
H (3.138, -0.642, -0.003)
H (-0.231, -0.975, 1.251)

The calculation puts the energy above the lowest of the compared OMol25 structures with the same formula, charge and spin at 36.7 kcal per mole. Its HOMO-LUMO gap is 8.393 eV. As for the highest occupied orbital energy: -7.588 eV. The total energy comes out at -9271.91239 eV. The SMILES is Nc1ccc(O)[nH]1. As for the spin multiplicity: 1.


Entry 4:
Molecular formula: C4H9NOS
Method: DFT, ωB97M-V/def2-TZVPD

Cartesian coordinates (Å):
C (0.402, 0.419, -1.655)
C (0.189, 1.692, -0.965)
C (0.054, -0.807, 2.273)
C (-1.177, -0.502, 2.438)
N (-0.748, -0.481, -1.579)
O (1.261, -0.515, -0.971)
S (0.151, -1.677, -1.176)
H (0.919, 0.640, -2.592)
H (-0.653, 2.149, -1.458)
H (1.037, 2.319, -1.292)
H (0.013, 1.522, 0.052)
H (0.858, -2.132, -2.373)
H (0.836, -0.977, 3.086)
H (0.393, -0.975, 1.308)
H (-1.894, -0.463, 1.564)
H (-1.640, -0.212, 3.339)

The calculation puts the energy above the lowest of the compared OMol25 structures with the same formula, charge and spin at 133.4 kcal per mole. Its HOMO-LUMO gap is 9.144 eV. As for the highest occupied orbital energy: -8.980 eV. The total energy comes out at -18661.74238 eV. As for the spin multiplicity: 1.


Entry 5:
Molecular formula: C3H10O3S
Method: DFT, ωB97M-V/def2-TZVPD

Cartesian coordinates (Å):
O (-2.158, 1.296, -1.057)
C (-1.359, 0.575, -1.601)
C (-0.068, 0.103, -1.014)
C (0.575, 1.037, 0.001)
S (0.971, 0.099, 1.560)
H (-1.529, 0.278, -2.648)
H (0.673, -0.077, -1.805)
H (-0.165, -0.934, -0.673)
H (1.518, 1.415, -0.376)
H (-0.110, 1.831, 0.280)
H (1.849, 1.000, 1.981)
O (-3.188, -0.869, 1.318)
H (-2.504, -1.437, 0.921)
H (-2.875, -0.080, 0.843)
O (3.555, -1.620, -1.090)
H (4.392, -1.856, -0.683)
H (2.803, -1.987, -0.631)

The calculation puts the energy above the lowest of the compared OMol25 structures with the same formula, charge and spin at 17.5 kcal per mole. Its HOMO-LUMO gap is 9.871 eV. As for the highest occupied orbital energy: -9.430 eV. The total energy comes out at -20250.00883 eV. The SMILES is O=CCCS.O.O. As for the spin multiplicity: 1.


Entry 6:
Molecular formula: C9H16N3O
Method: DFT, ωB97M-V/def2-TZVPD

Cartesian coordinates (Å):
C (3.764, 0.188, -2.363)
C (3.097, -0.472, -0.104)
N (2.700, -1.673, -0.464)
N (3.390, 0.471, -0.977)
N (2.987, -0.153, 1.195)
H (2.727, -1.990, -1.416)
H (2.418, -2.295, 0.277)
H (3.532, 1.451, -0.810)
H (3.314, 0.734, 1.541)
H (2.189, -0.501, 1.716)
H (4.664, 0.743, -2.621)
H (2.957, 0.512, -3.018)
H (4.008, -0.860, -2.513)
C (-4.450, 1.637, -0.303)
C (-1.218, -0.674, 1.197)
C (-1.870, -1.142, 0.082)
C (-1.684, 0.399, 1.959)
C (-2.895, -0.307, -0.407)
C (-2.595, 1.264, 1.382)
C (-3.216, 0.895, 0.188)
O (-0.171, -1.425, 1.751)
H (-0.389, -2.356, 1.845)
H (-1.647, -2.004, -0.529)
H (-1.071, 0.584, 2.830)
H (-3.349, -0.542, -1.357)
H (-2.894, 2.138, 1.947)
H (-5.276, 1.162, 0.230)
H (-4.545, 1.576, -1.379)
H (-4.477, 2.639, 0.120)

The calculation puts the energy above the lowest of the compared OMol25 structures with the same formula, charge and spin at 14.7 kcal per mole. Its HOMO-LUMO gap is 8.419 eV. As for the highest occupied orbital energy: -11.247 eV. The total energy comes out at -16104.57423 eV. The net charge is +1. As for the spin multiplicity: 1.


Q: Look up the spin multiplicity of the fifth one.
A: 1


Q: What is the spin multiplicity in the first record?
A: 5


Q: spin multiplicity of number 2 (C6H14O)?
A: 2


What did the first record say?
Molecular formula: C29H33AsN2O8RuSSi2
Method: DFT, ωB97M-V/def2-TZVPD

Cartesian coordinates (Å):
Ru (-0.891, 0.125, -0.538)
O (-0.823, -3.023, 2.272)
C (-0.824, -2.381, 1.241)
O (-0.857, -1.085, 1.174)
C (-0.711, -3.076, -0.145)
C (-0.196, -5.439, -0.414)
C (0.750, -5.624, -1.372)
C (1.284, -4.929, -2.524)
C (0.957, -3.650, -2.957)
C (0.381, -2.788, -2.034)
S (-1.092, -1.753, -2.324)
H (-0.384, -6.290, 0.234)
H (1.154, -6.631, -1.274)
H (1.898, -5.547, -3.171)
H (1.129, -3.357, -3.986)
O (1.498, 0.146, -2.727)
C (1.897, -0.112, -1.595)
O (1.238, -0.005, -0.501)
C (3.296, -0.666, -1.395)
C (4.201, -0.633, -2.446)
C (5.499, -1.133, -2.311)
C (5.824, -1.668, -1.089)
O (7.024, -2.232, -0.699)
C (6.823, -2.664, 0.645)
O (5.515, -2.309, 1.052)
C (4.921, -1.711, -0.046)
C (3.648, -1.221, -0.156)
H (3.862, -0.210, -3.382)
H (6.210, -1.113, -3.125)
H (7.553, -2.164, 1.292)
H (6.937, -3.753, 0.692)
H (2.917, -1.272, 0.638)
C (-2.972, 0.492, -0.811)
C (-3.677, -0.278, 0.253)
C (-3.573, 0.104, 1.597)
C (-4.219, -0.589, 2.600)
C (-4.993, -1.706, 2.281)
C (-5.087, -2.124, 0.955)
C (-4.439, -1.415, -0.037)
C (-5.705, -2.412, 3.311)
N (-6.304, -2.964, 4.126)
H (-3.213, 1.546, -0.689)
H (-3.292, 0.166, -1.805)
H (-2.935, 0.939, 1.858)
H (-4.110, -0.285, 3.632)
H (-5.666, -3.006, 0.710)
H (-4.507, -1.753, -1.063)
C (-2.862, 3.965, 1.512)
Si (-2.128, 4.033, -0.224)
C (-3.605, 3.938, -1.413)
C (-1.447, 5.777, -0.499)
As (-0.466, 2.522, -0.848)
Si (1.123, 2.830, 0.875)
C (0.976, 1.618, 2.301)
C (1.039, 4.551, 1.673)
C (2.857, 2.789, 0.150)
H (-3.548, 4.808, 1.644)
H (-2.105, 4.011, 2.295)
H (-3.430, 3.046, 1.653)
H (-3.966, 4.950, -1.618)
H (-4.432, 3.359, -1.001)
H (-3.324, 3.480, -2.362)
H (-2.098, 6.512, -0.016)
H (-1.436, 5.985, -1.570)
H (-0.436, 5.919, -0.125)
H (0.378, 2.060, 3.104)
H (1.972, 1.402, 2.699)
H (0.523, 0.666, 2.027)
H (0.051, 4.837, 2.031)
H (1.397, 5.330, 0.998)
H (1.713, 4.523, 2.535)
H (3.135, 1.809, -0.224)
H (3.583, 3.083, 0.915)
H (2.922, 3.497, -0.680)
O (-1.072, -4.449, -0.065)
N (0.525, -2.915, -0.725)
O (-1.786, -2.484, -0.990)

The calculation puts the energy above the lowest of the compared OMol25 structures with the same formula, charge and spin at 37.4 kcal per mole. Its HOMO-LUMO gap (spin up / spin down) is 4.529 / 6.510 eV. As for the highest occupied orbital energy (spin up / spin down): -0.350 / -2.333 eV. The total energy comes out at -139979.59988 eV. The net charge is -2. As for the spin multiplicity: 5.